# 1
The following is a DFT calculation (the ωB97M-V functional and the def2-TZVPD basis) of 2 unconnected molecules or ions with the total composition C12H12 at a distorted geometry.

Results
SMILES string = c1ccccc1.c1ccccc1
multiplicity = 1
orbital gap = 10.1 eV
highest occupied orbital energy = -9.21 eV
ΔE to the lowest compared entry with this formula, charge and spin = 24.2 kcal per mole
M = 156.228 g/mol

Element x y z (Å)
C: 4.918 -0.540 -3.975
C: 3.682 -0.454 -4.704
C: 4.832 -0.240 -2.598
C: 2.464 -0.412 -4.016
C: 3.588 -0.170 -1.943
C: 2.360 -0.303 -2.636
H: 5.880 -0.656 -4.491
H: 3.683 -0.451 -5.802
H: 5.742 -0.138 -1.992
H: 1.540 -0.402 -4.608
H: 3.544 0.061 -0.870
H: 1.392 -0.198 -2.129
C: -3.201 -2.811 0.933
C: -2.262 -3.232 -0.036
C: -2.875 -2.818 2.275
C: -0.926 -3.519 0.305
C: -1.485 -3.033 2.621
C: -0.571 -3.459 1.644
H: -4.236 -2.708 0.582
H: -2.561 -3.291 -1.091
H: -3.633 -2.568 3.030
H: -0.210 -3.829 -0.467
H: -1.277 -2.965 3.697
H: 0.464 -3.703 1.917

---

# 2
The following is a DFT calculation (the ωB97M-V functional and the def2-TZVPD basis) of a molecular structure, C12H12Br2 at a distorted geometry.

Results
multiplicity = 1
orbital gap (spin up / spin down) = 7.8 / 6.7 eV
highest occupied orbital energy (spin up / spin down) = -8.06 / -7.22 eV
ΔE to the lowest compared entry with this formula, charge and spin = 133.2 kcal per mole
M = 316.036 g/mol

Element x y z (Å)
C: -3.508 0.237 -0.762
C: -2.831 -0.919 -0.651
C: -2.895 1.478 -0.661
C: -1.427 -0.896 -0.232
C: -1.517 1.542 -0.499
C: -0.752 0.360 -0.202
C: 1.589 -1.908 0.934
C: 2.784 -0.980 0.973
C: 0.566 0.372 0.358
C: 1.630 -0.678 0.099
C: 2.014 -0.412 -1.329
C: 1.128 1.559 0.998
Br: 2.453 1.321 -1.943
Br: 0.845 -1.294 -2.586
H: -4.515 0.198 -0.937
H: -3.413 -1.926 -0.680
H: -3.611 2.231 -0.820
H: -0.895 -1.772 0.041
H: -0.851 2.367 -0.618
H: 1.814 -2.919 0.586
H: 0.996 -1.705 1.743
H: 2.941 -0.493 2.034
H: 3.697 -1.264 0.565
H: 0.256 2.143 1.545
H: 1.619 2.119 0.271
H: 1.882 1.239 1.774

---

# 3
The following is a DFT calculation (the ωB97M-V functional and the def2-TZVPD basis) of a molecular structure, C12H12Br26Cl.

Results
multiplicity = 1
net charge = -1
orbital gap = 4.5 eV
highest occupied orbital energy = -3.11 eV
ΔE to the lowest compared entry with this formula, charge and spin = 0.0 kcal per mole
M = 2269.185 g/mol

Element x y z (Å)
C: 4.610 1.297 1.470
C: 3.288 2.047 1.384
Br: 3.477 3.832 0.673
C: 2.121 1.535 1.812
Br: 0.464 2.536 1.489
C: 1.961 0.306 2.542
Cl: 1.397 -1.019 1.391
H: 5.425 1.917 1.097
H: 4.533 0.353 0.913
H: 4.803 1.051 2.524
H: 2.924 -0.046 2.928
C: -0.501 -1.951 -2.464
Br: -2.094 -2.940 -2.906
Br: -0.919 -0.272 -1.620
Br: 0.674 -2.978 -1.356
H: 0.010 -1.731 -3.390
C: -3.554 -4.858 0.669
Br: -2.847 -3.091 0.867
Br: -4.886 -4.943 -0.726
Br: -2.158 -6.147 0.364
H: -4.045 -5.125 1.593
C: -0.906 1.782 -4.714
Br: -0.146 3.468 -4.202
Br: -2.191 1.977 -6.135
Br: 0.457 0.505 -5.164
H: -1.430 1.388 -3.853
C: -6.431 -1.290 2.977
Br: -7.462 -2.342 1.737
Br: -5.299 -2.398 4.067
Br: -5.428 0.079 2.082
H: -7.134 -0.799 3.635
C: 7.398 -0.301 4.794
Br: 5.675 -1.070 4.458
Br: 8.773 -1.135 3.730
Br: 7.383 1.607 4.545
H: 7.645 -0.487 5.829
C: 3.232 -6.452 -2.653
Br: 1.808 -5.884 -3.810
Br: 3.149 -5.628 -0.921
Br: 3.285 -8.375 -2.512
H: 4.161 -6.145 -3.111
C: -3.744 5.904 -6.082
Br: -4.081 7.788 -6.293
Br: -3.771 5.385 -4.236
Br: -4.965 4.856 -7.137
H: -2.749 5.711 -6.458
C: -2.245 4.362 4.090
Br: -1.620 5.594 2.756
Br: -3.468 5.218 5.317
Br: -3.014 2.792 3.308
H: -1.387 4.045 4.666

---

# 4
The following is a DFT calculation (the ωB97M-V functional and the def2-TZVPD basis) of a molecular structure, C12H12ClFO at a distorted geometry.

Results
multiplicity = 1
orbital gap = 9.6 eV
highest occupied orbital energy = -8.84 eV
ΔE to the lowest compared entry with this formula, charge and spin = 0.0 kcal per mole
M = 226.678 g/mol

Element x y z (Å)
C: -0.828 -2.124 1.338
C: -2.037 -1.672 1.822
C: -0.186 -1.475 0.285
C: -2.596 -0.564 1.180
C: -0.681 -0.293 -0.262
C: -1.877 0.193 0.255
C: 3.033 -0.209 0.712
C: 1.827 0.243 1.070
C: -0.351 1.128 -2.459
C: 0.698 0.079 -2.369
C: 0.147 0.650 -1.028
C: 0.937 1.548 -0.154
O: 0.286 2.387 0.712
F: 1.250 0.410 2.282
Cl: -2.715 1.611 -0.213
H: -0.497 -2.986 1.770
H: -2.517 -2.413 2.485
H: 0.771 -1.733 -0.076
H: -3.544 -0.185 1.618
H: 3.692 -0.725 1.468
H: 3.182 0.037 -0.325
H: -0.086 2.095 -2.561
H: -1.313 0.855 -2.632
H: 0.439 -1.011 -2.523
H: 1.768 0.209 -2.658
H: 1.803 1.947 -0.566
H: -0.604 2.000 0.828

---

# 5
The following is a DFT calculation (the ωB97M-V functional and the def2-TZVPD basis) of 3 unconnected molecules or ions with the total composition C12H12ClNO9P.

Results
multiplicity = 1
net charge = +1
orbital gap = 7.2 eV
highest occupied orbital energy = -11.38 eV
ΔE to the lowest compared entry with this formula, charge and spin = 0.0 kcal per mole
M = 380.653 g/mol

Element x y z (Å)
N: -2.014 4.217 -5.495
P: -1.546 2.836 -4.129
O: -0.862 3.806 -3.084
Cl: 0.010 2.192 -5.281
H: -3.030 4.251 -5.579
H: -1.697 5.167 -5.307
H: -1.636 3.944 -6.402
H: -0.286 4.550 -3.307
C: -1.453 0.073 -0.686
C: -1.393 -1.124 -0.064
C: -0.542 -2.281 -0.586
O: -0.574 -3.294 0.082
C: 0.223 -2.094 -1.795
C: 0.156 -0.905 -2.405
C: -0.686 0.245 -1.867
O: -0.630 1.293 -2.525
O: 0.817 -0.603 -3.518
O: -2.038 -1.418 1.031
H: -2.049 0.895 -0.314
H: 0.826 -2.911 -2.164
H: 0.560 0.313 -3.734
H: -1.802 -2.346 1.252
C: 0.949 0.021 3.291
C: 0.992 -0.013 4.635
C: 1.462 -1.241 5.414
O: 1.459 -1.117 6.624
C: 1.858 -2.420 4.689
C: 1.811 -2.385 3.348
C: 1.363 -1.150 2.575
O: 1.386 -1.257 1.355
O: 2.137 -3.397 2.568
O: 0.646 0.984 5.416
H: 0.621 0.888 2.737
H: 2.176 -3.292 5.243
H: 2.000 -3.094 1.648
H: 0.789 0.669 6.335

---

# 6
The following is a DFT calculation (the ωB97M-V functional and the def2-TZVPD basis) of 4 unconnected molecules or ions with the total composition C12H12F4O12 at a distorted geometry.

Results
SMILES string = O=C1OC[C@@H](F)O1.O=C1OC[C@@H](F)O1.O=C1OC[C@@H](F)O1.O=C1OC[C@@H](F)O1
multiplicity = 1
orbital gap = 11.4 eV
highest occupied orbital energy = -11.01 eV
ΔE to the lowest compared entry with this formula, charge and spin = 62.5 kcal per mole
M = 424.208 g/mol

Element x y z (Å)
C: 1.432 -4.509 -16.903
C: 1.155 -5.002 -18.323
O: 1.933 -4.070 -19.137
C: 2.241 -3.009 -18.407
O: 2.808 -2.015 -18.935
O: 1.961 -3.176 -17.154
F: -0.162 -4.936 -18.540
H: 2.084 -5.145 -16.305
H: 0.532 -4.343 -16.312
H: 1.507 -6.006 -18.564
C: -0.515 -9.574 -22.026
C: 0.526 -10.273 -21.163
O: 1.435 -9.242 -20.974
C: 0.972 -8.075 -21.309
O: 1.426 -6.962 -21.218
O: -0.171 -8.176 -21.906
F: 0.986 -11.343 -21.730
H: -1.575 -9.662 -21.788
H: -0.421 -9.856 -23.075
H: 0.165 -10.692 -20.224
C: 5.925 -3.143 -16.126
C: 6.073 -3.289 -17.639
O: 6.447 -4.633 -17.776
C: 6.132 -5.337 -16.596
O: 6.058 -6.526 -16.488
O: 5.841 -4.476 -15.668
F: 6.903 -2.383 -18.077
H: 5.043 -2.632 -15.739
H: 6.721 -2.589 -15.629
H: 5.173 -3.193 -18.247
C: 4.023 1.276 -19.657
C: 4.446 2.514 -19.056
O: 4.879 1.992 -17.908
C: 5.403 0.814 -18.031
O: 5.942 0.171 -17.109
O: 5.068 0.431 -19.276
F: 3.439 3.333 -18.687
H: 3.898 1.428 -20.729
H: 3.066 0.845 -19.364
H: 5.275 3.089 -19.470

---

# 7
The following is a DFT calculation (the ωB97M-V functional and the def2-TZVPD basis) of a molecular structure, C12H12F4O16PPd at a distorted geometry.

Results
multiplicity = 3
<S²> = 2.009
net charge = -1
orbital gap (spin up / spin down) = 4.7 / 4.9 eV
highest occupied orbital energy (spin up / spin down) = -2.79 / -3.01 eV
ΔE to the lowest compared entry with this formula, charge and spin = 0.0 kcal per mole
M = 625.598 g/mol

Element x y z (Å)
Pd: 1.214 1.326 1.465
P: 1.616 2.655 3.420
O: 1.982 3.325 4.745
O: 1.444 3.460 2.088
O: 0.353 1.713 3.359
O: 2.683 1.605 2.941
C: -0.580 3.593 -3.151
C: 0.152 2.437 -3.818
O: 0.644 1.729 -2.719
C: 0.852 2.638 -1.726
O: 1.327 2.348 -0.686
O: 0.225 3.808 -1.987
F: 1.226 3.046 -4.446
H: -1.603 3.435 -2.800
H: -0.582 4.464 -3.804
H: -0.448 1.853 -4.509
C: -1.294 -3.645 2.775
C: -1.091 -3.800 1.255
O: -0.210 -2.734 0.928
C: -0.062 -1.905 1.969
O: 0.619 -0.936 1.994
O: -0.629 -2.453 3.076
F: -2.240 -3.579 0.559
H: -0.806 -4.452 3.321
H: -2.375 -3.633 2.925
H: -0.736 -4.793 0.985
C: -3.624 2.532 -0.375
C: -4.132 1.128 -0.053
O: -2.978 0.310 -0.104
C: -1.898 1.115 -0.074
O: -0.780 0.750 0.058
O: -2.252 2.439 -0.022
F: -5.044 0.791 -1.025
H: -4.115 3.203 0.334
H: -3.759 2.892 -1.394
H: -4.557 1.100 0.950
C: 2.615 -3.327 -1.243
C: 3.826 -3.417 -0.325
O: 4.061 -2.044 -0.063
C: 2.885 -1.339 -0.206
O: 2.687 -0.248 0.158
O: 2.021 -2.058 -0.973
F: 4.869 -3.895 -1.082
H: 1.861 -4.074 -0.985
H: 2.825 -3.340 -2.309
H: 3.809 -4.023 0.578

---

# 8
The following is a DFT calculation (the ωB97M-V functional and the def2-TZVPD basis) of a molecular structure, C12H12F6N2OSbTi.

Results
multiplicity = 2
<S²> = 0.794
net charge = +2
orbital gap (spin up / spin down) = 6.4 / 6.8 eV
highest occupied orbital energy (spin up / spin down) = -16.10 / -16.10 eV
ΔE to the lowest compared entry with this formula, charge and spin = 0.0 kcal per mole
M = 483.856 g/mol

Element x y z (Å)
Ti: -0.763 -1.205 0.694
O: -2.004 0.342 1.450
C: -1.583 1.252 2.476
C: -0.121 1.000 2.674
C: 0.607 1.689 3.625
C: 1.949 1.392 3.782
C: 2.524 0.414 2.981
C: 1.741 -0.233 2.054
N: 0.433 0.058 1.893
H: -2.963 0.324 1.320
H: -2.140 1.062 3.394
H: -1.764 2.275 2.147
H: 0.121 2.436 4.237
H: 2.538 1.911 4.526
H: 3.565 0.145 3.080
H: 2.139 -1.011 1.421
F: -1.545 -0.873 -0.854
Sb: -3.300 -4.106 1.247
F: -4.996 -3.380 1.543
F: -0.601 -2.427 1.973
F: 0.730 -1.697 -0.136
F: -2.693 -2.242 0.848
F: -3.506 -4.372 -0.592
N: 0.533 0.776 -1.211
C: 0.743 0.696 -2.455
C: 0.457 -0.561 -3.161
C: 0.681 -0.623 -4.499
C: 1.183 0.515 -5.162
C: 1.482 1.738 -4.518
C: 1.277 1.850 -3.184
H: 0.079 -1.389 -2.581
H: 0.482 -1.528 -5.055
H: 1.356 0.451 -6.231
H: 1.872 2.565 -5.094
H: 1.491 2.756 -2.632

---

| no. | calculated total energy (Ha) |
| --- | --- |
| 1 | -464.4335 |
| 2 | -5612.2973 |
| 3 | -67848.9107 |
| 4 | -1099.5994 |
| 5 | -1997.7439 |
| 6 | -1766.7884 |
| 7 | -2537.0874 |
| 8 | -2337.7473 |